Version P
DFT (ωB97M-V/def2-TZVPD) results for a structure of composition C51H127N8O17Zn.

XYZ file:
```
204
Properties=species:S:1:pos:R:3:mulliken_charge:R:1
Zn 3.1080 1.1829 3.4689 0.33
C 1.8205 0.6243 -0.2987 -0.11
C 1.0328 0.3787 1.0097 2.35
C 0.7712 -1.1595 1.1457 -0.09
O 1.6531 1.0466 2.1110 -0.29
H 1.3728 0.1115 -1.1501 -0.31
H 2.8769 0.3680 -0.2183 -0.15
H 1.8727 1.6743 -0.5865 -0.40
H 0.0582 0.8319 0.8286 -0.80
H 0.0796 -1.3885 0.3349 -0.12
H 0.2783 -1.4502 2.0734 -0.40
H 1.5993 -1.8671 1.1048 -0.14
C -2.1054 -1.2222 3.6919 -0.21
O -2.7751 -1.9685 4.7224 -0.50
C -3.3523 -1.2271 5.7729 -0.14
C -4.1244 -2.0901 6.7387 -0.63
N -4.9770 -1.3815 7.6820 -0.34
C -6.1642 -0.7871 7.0575 -0.51
C -6.9763 0.0767 8.0257 -0.68
O -7.6612 -0.7685 8.9391 -0.31
C -8.2299 -0.0855 10.0301 -0.76
H -1.1468 -0.7933 3.9838 0.23
H -2.7998 -0.5305 3.2149 0.39
H -1.8912 -2.0278 2.9896 -0.05
H -4.0402 -0.4857 5.3664 0.06
H -2.5352 -0.6893 6.2538 0.25
H -3.3816 -2.7363 7.2064 0.33
H -4.8404 -2.7169 6.2071 0.34
H -5.2633 -2.0066 8.4218 0.25
H -6.7890 -1.5562 6.6033 0.34
H -5.8697 -0.2058 6.1838 0.38
H -7.6862 0.6916 7.4723 0.36
H -6.3721 0.7639 8.6180 0.36
H -7.4850 0.1503 10.7902 0.30
H -8.9385 -0.7960 10.4558 0.24
H -8.7421 0.8226 9.7122 0.31
C -3.4536 4.6322 -1.0594 -0.95
O -2.9159 4.2791 0.2029 -0.23
C -1.5310 4.0580 0.1948 -0.64
C -0.9961 3.7138 1.6215 0.65
N -1.1761 4.8706 2.5621 -0.47
C -1.0019 4.4753 3.9900 -0.29
C -2.2138 3.6959 4.5503 -0.41
O -3.3499 4.5201 4.5994 -0.45
C -4.4516 4.1007 3.7712 -0.28
H -3.2785 4.0309 -1.9515 0.26
H -3.1535 5.6467 -1.3221 0.39
H -4.5417 4.6962 -1.0621 0.36
H -0.9374 4.9255 -0.0935 0.53
H -1.3016 3.2628 -0.5146 0.07
H 0.0844 3.5841 1.5610 -0.08
H -1.4452 2.7646 1.9139 -0.26
H -2.1454 5.1060 2.4036 0.30
H -0.8990 5.4528 4.4611 0.40
H -0.0747 3.9061 4.0570 -0.02
H -2.0019 3.3971 5.5769 0.53
H -2.3440 2.7376 4.0474 0.03
H -4.1779 4.1970 2.7205 -0.01
H -5.2452 4.8430 3.8567 0.32
H -4.8889 3.1296 4.0028 0.21
C 1.4613 -2.6590 -2.6533 -0.58
O 2.6458 -3.3199 -2.2208 -0.49
C 3.5930 -2.3480 -1.7622 0.01
C 4.8564 -3.1175 -1.3508 -0.92
N 5.9467 -2.1917 -0.9244 -0.03
C 7.1267 -3.0462 -0.6539 -1.09
C 7.0859 -3.7434 0.7401 0.37
O 7.9607 -4.8649 0.7273 -0.46
C 7.9079 -5.5263 1.9608 -0.61
H 0.8034 -2.2679 -1.8772 -0.08
H 0.8757 -3.3417 -3.2690 0.44
H 1.6324 -1.8507 -3.3643 0.52
H 3.0362 -1.9020 -0.9381 -0.17
H 3.7538 -1.6000 -2.5386 0.34
H 5.1734 -3.6954 -2.2189 0.39
H 4.5087 -3.8313 -0.6039 0.33
H 6.2508 -1.5532 -1.6455 0.29
H 8.0278 -2.4344 -0.6960 0.42
H 7.2539 -3.7469 -1.4791 0.43
H 6.0999 -4.1897 0.8697 0.00
H 7.3620 -3.0071 1.4948 0.24
H 8.6632 -6.3120 1.9694 0.29
H 6.9723 -6.0771 2.0582 0.20
H 8.0866 -4.8356 2.7849 0.28
C -2.1146 1.2513 -11.4066 -0.78
O -2.2570 1.0905 -9.9846 -0.32
C -3.0444 -0.0436 -9.5766 -0.66
C -3.4724 0.0410 -8.1117 -0.42
N -2.3188 -0.0661 -7.3212 -0.27
C -2.5862 0.3590 -5.9246 -0.49
C -1.3753 0.0454 -5.0627 -0.68
O -1.5738 0.7283 -3.7945 -0.37
C -0.5974 0.2635 -2.8778 -0.02
H -1.8819 0.3428 -11.9620 0.32
H -1.2147 1.8544 -11.5265 0.26
H -2.9150 1.8262 -11.8725 0.28
H -2.5255 -0.9769 -9.7950 0.35
H -3.9548 -0.1490 -10.1666 0.47
H -4.1571 -0.7736 -7.8754 0.20
H -3.9486 0.9692 -7.7959 0.35
H -1.6147 0.4708 -7.8071 0.32
H -3.4530 -0.1172 -5.4665 0.03
H -2.7932 1.4287 -5.8919 0.40
H -0.4736 0.4803 -5.4940 0.40
H -1.2280 -1.0311 -4.9764 0.30
H -0.7408 0.8683 -1.9825 -0.66
H 0.4018 0.3208 -3.3097 0.44
H -0.7859 -0.7913 -2.6783 0.54
C 4.1224 -5.4587 3.7165 -0.85
O 3.2092 -5.1735 2.5915 -0.12
C 1.8970 -5.3075 3.0066 -0.95
C 0.9755 -5.0892 1.8114 -0.11
N 0.9046 -6.2767 0.9540 -0.46
C 0.4616 -5.8311 -0.3691 -0.49
C -0.9611 -5.3424 -0.4092 -0.02
O -1.2132 -4.8875 -1.7802 -0.38
C -2.2512 -3.9322 -1.9122 -0.50
H 4.4510 -6.4849 3.5521 0.31
H 3.6456 -5.3571 4.6915 0.44
H 4.9984 -4.8102 3.7072 0.16
H 1.5476 -4.6199 3.7768 0.39
H 1.8706 -6.3258 3.3946 0.51
H 1.2539 -4.1591 1.3159 0.02
H -0.0372 -4.9102 2.1725 0.32
H 1.7938 -6.7545 0.9215 0.32
H 0.5293 -6.6878 -1.0396 0.51
H 1.0907 -5.0605 -0.8146 0.07
H -1.0819 -4.5065 0.2799 -0.09
H -1.6627 -6.1328 -0.1426 0.27
H -2.4353 -3.7348 -2.9683 0.37
H -1.9106 -2.9872 -1.4891 -0.08
H -3.1912 -4.1372 -1.4000 0.45
C -2.7024 0.0365 0.3477 0.86
O -4.0639 -0.1567 0.0590 -0.59
C -4.7990 1.0765 -0.1258 -0.59
C -4.7827 1.5731 -1.5896 -0.15
N -5.5023 0.7036 -2.5489 -0.51
C -4.8121 -0.6136 -2.7462 0.39
C -5.6773 -1.3669 -3.7684 -1.02
O -4.9226 -2.4997 -4.0699 -0.13
C -5.5907 -3.3684 -4.9483 -0.91
H -2.3439 -0.9683 0.5712 -0.04
H -2.5539 0.7097 1.1920 -0.40
H -2.2923 0.3555 -0.6105 0.01
H -4.5452 1.8927 0.5505 0.11
H -5.8182 0.7758 0.1172 0.43
H -3.7510 1.6873 -1.9222 -0.05
H -5.2903 2.5376 -1.5732 0.49
H -5.5767 1.2137 -3.4175 0.32
H -4.6012 -1.2175 -1.8637 0.46
H -3.7906 -0.4384 -3.0837 -0.53
H -5.7857 -0.7009 -4.6245 0.32
H -6.6454 -1.5904 -3.3201 0.57
H -5.1604 -4.3660 -5.0362 0.28
H -5.5272 -3.0828 -5.9983 0.28
H -6.6533 -3.5437 -4.7801 0.36
C 4.4925 7.9387 -1.9202 -0.78
O 4.4471 6.5274 -1.7851 -0.35
C 3.1855 6.0239 -1.2033 -0.84
C 3.1327 4.5416 -1.4895 0.21
N 2.9839 4.3103 -2.9120 -0.30
C 2.7388 2.8869 -3.1224 0.15
C 2.9985 2.6146 -4.6219 -0.94
O 4.3440 2.7569 -5.0664 -0.36
C 4.6182 2.3855 -6.3814 -0.74
H 5.4810 8.2083 -2.2920 0.27
H 4.2098 8.4265 -0.9873 0.30
H 3.8248 8.2866 -2.7084 0.31
H 2.3717 6.5875 -1.6595 0.45
H 3.2071 6.2444 -0.1360 0.31
H 2.2940 4.1257 -0.9313 -0.17
H 4.0707 4.1354 -1.1110 0.20
H 3.7782 4.6543 -3.4324 0.38
H 1.6804 2.6954 -2.9455 0.15
H 3.3598 2.1726 -2.5818 0.00
H 2.3536 3.3542 -5.0963 0.41
H 2.7172 1.5910 -4.8693 0.47
H 4.4942 1.3027 -6.3972 0.30
H 5.6592 2.6533 -6.5623 0.25
H 3.9812 2.8042 -7.1605 0.31
C 2.9176 4.3218 2.9365 0.22
O 3.5411 3.0704 2.6888 0.05
C 4.9143 3.1374 2.3163 -0.56
C 5.3255 1.7395 1.7456 -0.27
N 4.9777 0.7274 2.7253 -0.13
C 4.7703 -0.5464 2.0304 0.68
C 4.3560 -1.4941 3.2127 -0.48
O 3.2204 -0.8360 3.9001 -0.29
C 2.3208 -1.6950 4.6228 -0.49
H 1.8828 4.0586 3.1552 -0.35
H 2.9272 4.9100 2.0188 -0.14
H 3.3074 4.9086 3.7683 0.36
H 5.6680 3.5527 2.9853 0.42
H 5.0208 3.8209 1.4739 0.34
H 6.3907 1.7173 1.5156 0.50
H 4.7958 1.6364 0.7986 0.04
H 5.8415 0.5708 3.2247 0.25
H 5.7498 -0.8568 1.6666 0.74
H 3.9810 -0.5197 1.2791 -1.17
H 5.1759 -1.6306 3.9179 0.54
H 4.0793 -2.4328 2.7327 0.16
H 1.6881 -2.2726 3.9488 -0.15
H 1.6661 -1.1207 5.2783 0.36
H 2.8438 -2.4147 5.2525 0.39
```

The calculation puts the HOMO-LUMO gap at 6.2 eV. Its total charge is +1. For the highest occupied orbital energy, the calculation gives -9.98 eV. The LUMO energy comes out at -3.772 eV. Its multiplicity is 1.

Version Q
DFT (ωB97M-V/def2-TZVPD) results for a structure of composition C51H127N8O17Zn.

XYZ file:
```
204
Properties=species:S:1:pos:R:3:mulliken_charge:R:1
Zn 3.5161 -1.1405 0.9806 1.71
C -0.8889 -1.2575 0.3913 -0.86
C 0.4319 -1.5598 -0.3486 -0.42
C 0.6269 -0.5960 -1.5521 0.55
O 1.5704 -1.6050 0.3640 -0.53
H -0.9084 -0.1928 0.6238 -0.27
H -1.1159 -1.9286 1.2198 0.24
H -1.7708 -1.3811 -0.2373 0.48
H 0.2800 -2.4695 -0.9295 0.16
H 0.9192 0.3630 -1.1245 -0.58
H -0.2946 -0.4753 -2.1216 0.09
H 1.3703 -1.0786 -2.1866 -0.18
C -5.0168 -3.0457 -6.4318 -0.79
O -4.2822 -3.0743 -5.1701 -0.36
C -3.0593 -2.1943 -5.2203 -0.36
C -2.0026 -2.8394 -4.3348 -0.11
N -1.5633 -4.0864 -5.0033 -0.42
C -0.6292 -4.8031 -4.1526 0.47
C 0.2132 -5.7207 -4.9919 -0.75
O 1.1981 -6.3494 -4.1230 -0.24
C 2.2237 -7.0580 -4.7282 -0.79
H -4.3912 -3.2486 -7.3010 0.33
H -5.5609 -2.1182 -6.6101 0.29
H -5.7754 -3.8284 -6.4365 0.27
H -3.4870 -1.2593 -4.8585 -0.01
H -2.6944 -1.9555 -6.2192 0.46
H -2.4229 -3.0019 -3.3423 0.18
H -1.1536 -2.1614 -4.2473 0.24
H -2.4373 -4.5872 -5.0776 0.31
H -1.1037 -5.3270 -3.3229 0.27
H 0.0878 -4.1830 -3.6144 -0.48
H 0.6517 -5.1166 -5.7862 0.35
H -0.4393 -6.4238 -5.5096 0.40
H 2.8244 -7.6881 -4.0723 0.26
H 2.9323 -6.4162 -5.2516 0.27
H 1.7830 -7.7247 -5.4694 0.34
C 3.6833 -2.6363 -4.7394 -0.79
O 4.0523 -2.6147 -3.4161 -0.46
C 3.4471 -3.6172 -2.5907 -0.17
C 3.8270 -3.5732 -1.0853 -1.18
N 4.2410 -2.2099 -0.6805 1.50
C 5.7072 -2.2633 -0.3886 -0.94
C 6.3152 -0.9248 -0.0712 -0.65
O 5.6917 -0.5365 1.1679 0.19
C 6.5139 0.3839 1.9057 -1.08
H 4.2368 -1.8478 -5.2494 0.30
H 2.6054 -2.5196 -4.8514 0.29
H 3.9076 -3.5039 -5.3599 0.32
H 3.8180 -4.5757 -2.9538 0.56
H 2.3713 -3.5830 -2.7623 -0.16
H 4.5636 -4.3608 -0.9265 0.51
H 2.9249 -3.7386 -0.4961 0.27
H 4.0873 -1.7401 -1.5613 -0.59
H 6.1821 -2.5366 -1.3309 0.57
H 5.9528 -3.0466 0.3286 0.30
H 6.1766 -0.1724 -0.8477 0.10
H 7.3840 -1.0940 0.0593 0.71
H 7.5020 0.6073 1.5034 0.52
H 6.6888 0.0001 2.9108 0.16
H 5.9424 1.3034 2.0319 0.26
C 3.8694 0.9722 -1.5890 0.27
O 3.4727 0.5424 -0.2123 0.96
C 3.0614 1.6503 0.5508 0.48
C 2.4967 1.1858 1.9375 -1.20
N 3.4659 0.2330 2.5260 -0.30
C 2.8690 -0.6507 3.6078 0.54
C 3.6438 -1.9580 3.7254 -1.07
O 3.6386 -2.5231 2.3410 0.46
C 4.1917 -3.7919 2.3393 -1.13
H 3.8517 0.1788 -2.3362 -0.08
H 4.8946 1.3413 -1.5577 -0.31
H 3.1391 1.6783 -1.9843 -0.20
H 2.1762 2.1774 0.1949 -0.62
H 3.9358 2.2782 0.7215 0.14
H 1.5890 0.6726 1.6199 -0.41
H 2.2332 2.0319 2.5721 0.59
H 4.0303 0.8417 3.1012 0.58
H 1.8281 -0.8829 3.3825 -1.18
H 2.8445 -0.2630 4.6262 0.52
H 3.1399 -2.6701 4.3790 0.72
H 4.5464 -1.6542 4.2556 0.20
H 3.9860 -4.3834 3.2314 0.51
H 5.2652 -3.7504 2.1547 0.29
H 3.6880 -4.4474 1.6290 0.20
C -3.6079 -13.2986 -0.3402 -0.76
O -4.2619 -12.1156 0.1303 -0.30
C -3.3523 -11.0937 0.4344 -0.55
C -4.1284 -9.7888 0.5382 -0.52
N -3.2911 -8.6285 0.5861 -0.22
C -4.0433 -7.4522 0.6187 -0.72
C -3.3377 -6.1395 0.8543 -0.35
O -4.3218 -5.0990 0.8931 -0.33
C -3.7703 -3.8197 1.2994 -0.57
H -2.9757 -13.0977 -1.2051 0.32
H -4.3540 -14.0634 -0.5559 0.25
H -2.8196 -13.6175 0.3417 0.31
H -2.5636 -11.0532 -0.3168 0.40
H -2.9068 -11.3894 1.3842 0.30
H -4.7386 -9.8530 1.4390 0.29
H -4.7369 -9.6974 -0.3615 0.30
H -2.6816 -8.6287 1.3915 0.22
H -4.8673 -7.5059 1.3302 0.32
H -4.5070 -7.3392 -0.3613 0.23
H -2.6073 -5.9957 0.0582 0.27
H -2.7117 -6.1490 1.7465 0.31
H -3.0688 -3.3987 0.5792 0.15
H -3.2877 -3.8374 2.2766 0.26
H -4.5299 -3.0428 1.3858 0.38
C -1.9441 2.9897 0.6611 -0.80
O -1.7502 3.7882 1.7933 0.10
C -2.6942 4.8563 1.9201 -1.05
C -2.8932 5.1222 3.4076 -0.28
N -3.7216 6.3364 3.6281 -0.36
C -4.2886 6.3065 5.0030 -0.87
C -3.2670 6.6819 6.0488 0.28
O -3.0367 8.0752 5.8895 -0.40
C -2.0046 8.5512 6.7434 -0.78
H -1.2758 2.1287 0.6511 -0.13
H -1.5374 3.5629 -0.1721 0.15
H -3.0067 2.8049 0.5038 0.66
H -3.6856 4.7106 1.4911 0.39
H -2.3774 5.7961 1.4678 0.22
H -1.9337 5.3248 3.8836 0.15
H -3.3186 4.2719 3.9405 0.37
H -3.1695 7.1746 3.5151 0.31
H -4.6898 5.3121 5.1986 0.39
H -5.1400 6.9830 5.0772 0.38
H -2.3309 6.1491 5.8821 -0.19
H -3.6543 6.4765 7.0467 0.52
H -2.0560 8.1477 7.7547 0.33
H -2.0118 9.6411 6.7578 0.28
H -0.9858 8.2804 6.4663 0.28
C -0.4215 4.1578 7.8895 -0.79
O -0.0010 3.2283 6.8724 -0.41
C -0.2747 3.7398 5.5705 -0.85
C 0.4873 2.9399 4.4168 -0.59
N 0.4053 1.4608 4.3857 0.19
C -0.9910 0.9754 4.0819 -0.44
C -0.9673 -0.5662 3.8891 0.26
O -0.3833 -1.1714 5.0191 -0.46
C -0.0499 -2.5698 4.8427 -0.23
H 0.1481 5.0870 7.9072 0.32
H -0.3780 3.6658 8.8612 0.34
H -1.4706 4.4518 7.8562 0.24
H -0.0596 4.8051 5.4874 0.61
H -1.3513 3.6475 5.4275 0.16
H 1.5068 3.3042 4.5432 0.41
H 0.1954 3.3680 3.4579 0.19
H 0.6965 1.0145 5.2437 0.39
H -1.3332 1.2937 3.0972 -0.19
H -1.7468 1.2349 4.8232 0.42
H -0.4424 -0.8167 2.9672 -0.68
H -1.9828 -0.9274 3.7264 0.78
H -0.8431 -3.1714 4.3986 0.27
H 0.2563 -3.0397 5.7774 0.23
H 0.8292 -2.5989 4.1990 -0.16
C -2.7544 1.3128 -2.6541 -0.24
O -2.3792 1.7710 -3.9811 -0.24
C -3.5167 1.9047 -4.8462 -0.70
C -4.2089 3.2532 -4.7681 -0.48
N -3.2468 4.4149 -4.9416 -0.27
C -3.8868 5.7142 -4.8529 -0.85
C -4.3218 6.0904 -3.4548 -0.49
O -3.2132 6.4635 -2.7512 -0.28
C -3.5086 6.8872 -1.4708 -0.76
H -1.8868 1.2704 -1.9957 -0.28
H -3.1196 0.2861 -2.6314 0.31
H -3.4915 1.9771 -2.2028 0.29
H -4.2055 1.0672 -4.7358 0.42
H -3.0762 1.8650 -5.8424 0.28
H -4.6452 3.2299 -3.7695 0.15
H -5.0587 3.2508 -5.4506 0.45
H -2.6335 4.2651 -4.1532 0.09
H -4.7076 5.8117 -5.5635 0.45
H -3.1313 6.4794 -5.0311 0.33
H -4.8218 5.2370 -2.9967 0.33
H -5.0370 6.9110 -3.5120 0.48
H -4.2409 7.6940 -1.4382 0.42
H -2.5610 7.3409 -1.1805 0.25
H -3.7390 6.0601 -0.7993 0.23
C 6.7169 3.3988 -0.6502 -0.70
O 5.8309 4.2919 -1.3490 -0.36
C 5.5868 5.5708 -0.7456 -0.67
C 4.2470 6.1487 -1.1603 -0.81
N 3.2429 5.0976 -0.9879 0.06
C 1.9223 5.5331 -1.5150 -1.60
C 0.8657 4.4877 -1.2407 -0.21
O 1.0827 3.2473 -1.7668 0.44
C 0.5772 2.9981 -3.0447 -0.44
H 6.3342 3.0724 0.3168 0.20
H 7.7262 3.7634 -0.4596 0.48
H 6.7846 2.5138 -1.2828 0.19
H 6.4683 6.1793 -0.9480 0.48
H 5.5582 5.5326 0.3434 0.31
H 4.3108 6.5524 -2.1707 0.41
H 4.0544 7.0631 -0.5993 0.43
H 3.4958 4.2827 -1.5283 0.05
H 1.9314 5.9016 -2.5408 0.45
H 1.6132 6.4383 -0.9924 0.61
H -0.1159 4.9080 -1.4597 0.40
H 0.8452 4.2636 -0.1741 0.06
H 1.3123 3.4871 -3.6839 0.38
H -0.3675 3.4415 -3.3595 -0.02
H 0.4740 1.9130 -3.0416 -0.04
```

The calculation puts the HOMO-LUMO gap at 7.7 eV. Its total charge is +1. For the highest occupied orbital energy, the calculation gives -9.71 eV. The LUMO energy comes out at -1.969 eV. Its multiplicity is 1.

The winner here is version Q, beating the second structure by 59.5 kJ/mol.

Version P
DFT (ωB97M-V/def2-TZVPD) results for an isolated molecule of CH3ClFNS.

XYZ file:
```
8
Properties=species:S:1:pos:R:3:mulliken_charge:R:1
C 0.6090 0.8482 0.0117 0.15
N -0.3070 -0.1998 -0.2664 -0.57
F 0.9179 1.4893 -1.2307 -0.26
S 2.3476 0.5860 0.8233 0.03
Cl 3.1543 -0.7822 -0.4101 -0.14
H 0.1176 1.6873 0.5868 0.21
H -0.1836 -0.2645 -1.2544 0.28
H 0.1012 -1.0726 -0.0411 0.30
```

The calculation puts the HOMO-LUMO gap at 9.5 eV. For the highest occupied orbital energy, the calculation gives -9.53 eV. The LUMO energy comes out at 0.002 eV. Its multiplicity is 1.

Version Q
DFT (ωB97M-V/def2-TZVPD) results for a cluster of 2 separate species, CH3ClFNS in total.

XYZ file:
```
8
Properties=species:S:1:pos:R:3:mulliken_charge:R:1
C 0.7774 1.2111 -0.0169 0.10
N 2.2921 -0.7018 -0.6371 -0.58
F 0.4586 2.4768 0.2852 -0.20
S 2.3267 0.8378 -0.4148 0.18
Cl -3.2961 0.4564 -0.4259 -0.25
H -0.0373 0.5103 0.0549 0.26
H -3.0640 0.5680 0.8255 0.24
H 3.1906 -1.0324 -0.9627 0.24
```

The calculation puts the HOMO-LUMO gap (spin up / spin down) at 8.4 / 8.4 eV. For the highest occupied orbital energy (spin up / spin down), the calculation gives -8.48 / -8.48 eV. The LUMO energy (spin up / spin down) comes out at -0.040 / -0.040 eV. Its multiplicity is 1.

The winner here is version P, beating the second structure by 180.0 kJ/mol.